(1)
Molecular formula: C24H28Cl3CoN4O2Si
Method: DFT, ωB97M-V/def2-TZVPD

CARTESIAN COORDINATES (ANGSTROEM)
Co: -0.04 -0.11 0.14
C: 4.85 1.19 4.91
C: 4.15 0.86 3.63
C: 4.50 1.42 2.43
C: 3.86 1.08 1.21
C: 4.34 1.75 0.06
N: 4.33 1.41 -1.21
C: 4.07 0.10 -1.82
C: 4.02 0.21 -3.33
C: 2.81 0.97 -3.87
N: 1.56 0.30 -3.55
C: 0.53 0.23 -4.34
C: -0.77 -0.19 -3.95
C: -1.81 -0.12 -4.90
C: -3.12 -0.34 -4.55
C: -4.25 -0.26 -5.54
C: -3.38 -0.57 -3.19
C: -2.41 -0.64 -2.21
C: -2.85 -0.73 -0.81
N: -2.09 -0.58 0.19
C: -2.64 -0.52 1.54
C: -2.23 -1.72 2.40
C: -0.85 -2.30 2.11
N: 0.18 -1.29 1.85
C: 1.17 -1.21 2.64
C: 2.32 -0.31 2.48
C: 3.06 -0.03 3.61
C: 2.69 0.26 1.21
O: 2.00 0.09 0.15
C: -1.03 -0.53 -2.59
O: -0.05 -0.72 -1.78
H: 5.87 1.54 4.73
H: 4.33 1.98 5.46
H: 4.91 0.32 5.57
H: 5.33 2.12 2.39
H: 4.85 2.70 0.24
H: 4.71 2.11 -1.84
H: 4.87 -0.57 -1.51
H: 3.14 -0.29 -1.40
H: 4.92 0.69 -3.71
H: 4.02 -0.81 -3.74
H: 2.76 1.98 -3.45
H: 2.87 1.06 -4.96
H: 1.35 0.00 -2.58
H: 0.67 0.58 -5.36
H: -1.56 0.12 -5.93
H: -3.90 -0.43 -6.55
H: -5.02 -1.00 -5.32
H: -4.72 0.73 -5.52
H: -4.42 -0.67 -2.88
H: -3.93 -0.86 -0.67
H: -2.26 0.40 1.98
H: -3.73 -0.44 1.51
H: -2.29 -1.42 3.44
H: -2.95 -2.53 2.26
H: -0.55 -2.96 2.93
H: -0.90 -2.91 1.20
H: 1.20 -1.84 3.53
H: 2.77 -0.49 4.54
Cl: -2.14 3.26 -0.12
Si: -0.28 2.31 0.02
Cl: 0.69 3.27 1.63
Cl: 0.77 3.12 -1.67

Properties
**Spin multiplicity**: 4
**Kohn-Sham gap (spin up / spin down)**: 0.2394 / 0.2672 hartree
**E_LUMO (spin up / spin down)**: -3.323 / -3.354 eV
**HOMO level (spin up / spin down)**: -9.84 / -10.62 eV
**Charge**: +1

Löwdin atomic charge list, values in e, 8 entries: 0.52, -0.04, -0.25, 0.02, -0.12, 0.02, 0.09, -0.14

=====

(2)
Molecular formula: C24H28ClN3O2
Method: DFT, ωB97M-V/def2-TZVPD

CARTESIAN COORDINATES (ANGSTROEM)
C: 1.46 5.24 3.88
C: 1.92 5.10 2.43
C: 2.87 3.93 2.24
H: 3.79 4.09 2.82
H: 2.40 3.02 2.62
C: 3.26 3.75 0.77
N: 2.08 3.48 -0.05
C: 1.71 2.08 -0.04
H: 2.41 1.45 -0.62
C: 0.29 1.86 -0.57
N: -0.18 0.53 -0.26
C: -0.35 -0.42 -1.21
O: -0.22 -0.20 -2.40
C: -0.78 -1.74 -0.68
C: -1.82 -2.35 -1.30
N: -2.36 -3.53 -0.89
C: -1.88 -4.22 0.23
O: -2.43 -5.23 0.61
C: -0.71 -3.63 0.86
C: -0.13 -4.32 1.93
C: 1.01 -3.84 2.54
C: 1.59 -2.66 2.08
C: 1.03 -1.96 1.04
C: -0.14 -2.41 0.42
H: 1.52 -1.07 0.67
H: 2.50 -2.30 2.54
H: 1.45 -4.38 3.37
H: -0.59 -5.24 2.24
C: -3.49 -4.04 -1.58
C: -3.52 -5.37 -1.98
C: -4.63 -5.87 -2.65
C: -5.69 -5.03 -2.93
C: -5.67 -3.70 -2.53
C: -4.57 -3.21 -1.86
H: -4.55 -2.18 -1.53
H: -6.51 -3.05 -2.75
Cl: -7.07 -5.64 -3.77
H: -4.66 -6.90 -2.96
H: -2.69 -6.02 -1.76
H: -2.27 -1.89 -2.17
H: -0.32 0.30 0.71
H: -0.38 2.61 -0.12
H: 0.25 1.95 -1.66
H: 1.74 1.75 1.00
C: 2.14 4.09 -1.37
C: 3.17 3.51 -2.34
H: 2.92 2.49 -2.61
H: 3.18 4.10 -3.25
H: 4.16 3.53 -1.91
H: 1.14 4.02 -1.81
H: 2.35 5.15 -1.22
H: 4.01 2.94 0.68
H: 3.72 4.67 0.42
H: 2.42 6.02 2.12
H: 1.06 4.95 1.78
H: 2.31 5.39 4.54
H: 0.78 6.08 3.99
H: 0.93 4.34 4.20

Properties
**Kohn-Sham gap**: 0.3132 hartree
**Structure (SMILES)**: CCCCN(CC)CCNC(=O)c1cn(-c2ccc(Cl)cc2)c(=O)c2ccccc12
**E_LUMO**: 0.239 eV
**HOMO level**: -8.28 eV
**Charge**: 0

Löwdin atomic charge list, values in e, 8 entries: -0.12, -0.27, -0.20, 0.11, 0.10, -0.22, -0.20, -0.19